Molecular formula: F2HOPS
Method: DFT, wB97M-V/def2-TZVPD

Structure (XYZ):
```
6
Properties=species:S:1:pos:R:3:forces:R:3:lowdin_charge:R:1
O 0.036 -0.633 0.253 -0.376 4.183 1.226 -0.197
P -0.384 -1.388 -1.033 0.931 -1.466 0.341 0.055
F -1.649 -2.198 -0.609 -0.518 0.767 -0.631 -0.144
F 0.551 -2.614 -0.616 -0.016 0.479 -1.723 -0.169
S -0.342 -0.367 -2.662 -0.152 -1.162 0.888 0.307
H -0.045 0.395 0.225 0.132 -2.801 -0.102 0.148
```
Forces are in eV/Å.

Calculated values
* LUMO energy: 0.3 eV
* highest occupied orbital energy: -10.346 eV
* E: -27625.8497 eV
* ΔE to the lowest compared entry with this formula, charge and spin: 36.6 kJ/mol
* orbital gap: 10.6 eV
* total charge: 0
* SMILES: OP(F)(F)=S



Molecular formula: C40H47CaN4O4STe
Method: DFT, wB97M-V/def2-TZVPD

Structure (XYZ):
```
98
Properties=species:S:1:pos:R:3:forces:R:3:lowdin_charge:R:1
Ca -0.546 0.431 0.195 -0.739 0.045 -0.056 1.357
C 4.917 2.811 -5.050 0.002 0.024 -0.053 -0.057
C 4.011 3.032 -3.869 0.025 0.025 0.042 -0.279
C 3.072 2.079 -3.501 -0.025 -0.024 0.014 -0.038
C 2.253 2.269 -2.396 -0.056 0.038 -0.095 -0.087
C 2.367 3.424 -1.642 0.214 -0.059 -0.082 -0.279
C 3.283 4.405 -2.013 -0.078 -0.063 0.055 -0.054
C 4.091 4.204 -3.118 0.043 0.029 -0.050 -0.046
S 1.478 3.655 -0.124 -0.172 -0.133 -0.034 0.550
O 1.094 5.051 -0.104 -0.022 -0.015 0.005 -0.321
O 2.364 3.222 0.935 0.138 -0.069 0.060 -0.386
N 0.256 2.640 -0.252 -0.685 0.700 0.223 -0.244
C -1.063 3.105 -0.120 0.776 0.055 -0.320 -0.437
C -1.452 4.165 0.720 -0.240 0.032 -0.011 -0.026
C -2.784 4.510 0.761 -0.010 -0.018 0.013 -0.069
C -3.710 3.800 -0.001 0.003 0.063 0.004 -0.091
C -3.245 2.738 -0.741 0.009 -0.263 -0.179 -0.166
N -1.959 2.376 -0.806 0.129 0.244 0.275 0.048
H 4.990 1.752 -5.296 -0.012 -0.003 0.007 0.073
H 5.923 3.181 -4.849 -0.006 0.005 0.011 0.074
H 4.549 3.331 -5.938 -0.019 0.007 0.015 0.079
H 2.980 1.164 -4.075 0.011 -0.002 0.008 0.113
H 1.519 1.525 -2.130 0.033 -0.036 0.045 0.086
H 3.353 5.317 -1.435 -0.002 -0.019 0.019 0.113
H 4.803 4.972 -3.402 0.014 -0.020 0.016 0.110
H -0.718 4.697 1.301 0.018 -0.013 0.003 0.100
H -3.107 5.325 1.398 0.003 0.008 -0.012 0.104
H -4.763 4.044 0.002 0.004 0.012 0.006 0.096
H -3.924 2.123 -1.322 -0.001 -0.039 0.046 0.113
N 0.391 0.801 2.641 0.315 -0.067 -0.449 -0.029
C 0.958 -0.499 3.066 -0.085 0.084 0.148 -0.198
C 1.025 -1.524 1.923 0.070 0.223 -0.213 -0.732
O 1.191 -2.701 2.192 0.097 0.007 0.077 0.027
O 0.943 -1.000 0.744 0.481 -0.639 0.324 -0.354
H 1.083 1.275 2.054 0.132 -0.012 0.140 0.013
H 0.314 1.415 3.443 -0.227 -0.036 0.055 0.083
H 0.340 -0.921 3.858 -0.009 0.019 0.013 0.108
H 1.976 -0.390 3.450 0.000 -0.053 0.043 0.103
C -4.511 -4.245 -3.055 -0.028 -0.009 -0.011 -0.069
C -3.447 -3.231 -2.709 -0.095 -0.045 0.053 -0.303
C -2.414 -2.982 -3.601 0.060 0.033 -0.026 -0.063
C -1.449 -2.038 -3.250 0.000 -0.011 -0.031 -0.301
C -0.296 -1.731 -4.173 0.019 0.005 -0.024 -0.060
C -1.542 -1.388 -2.042 -0.172 -0.001 0.256 -0.038
C -2.571 -1.608 -1.062 0.123 0.090 -0.017 -0.279
C -3.530 -2.572 -1.489 0.116 0.090 -0.010 -0.010
N -2.494 -0.880 0.082 -0.270 -0.197 -0.284 -0.075
C -3.319 -0.981 1.287 0.251 -0.019 0.070 -0.459
C -4.670 -1.722 1.268 -0.003 0.068 -0.075 -0.095
C -5.373 -1.644 2.632 0.016 -0.002 -0.003 -0.292
C -5.627 -0.190 3.029 0.007 -0.001 0.007 -0.128
C -4.288 0.544 3.099 0.009 -0.009 -0.014 -0.286
C -3.390 -0.118 4.149 -0.016 -0.008 -0.023 -0.119
C -3.151 -1.581 3.765 -0.027 -0.018 -0.025 -0.284
C -4.492 -2.313 3.691 0.002 -0.007 -0.013 -0.126
C -2.467 -1.638 2.396 -0.018 0.001 0.040 -0.077
C -3.612 0.466 1.729 -0.026 0.034 0.064 -0.103
H -4.337 -4.679 -4.041 0.004 0.010 0.002 0.063
H -5.504 -3.790 -3.057 0.006 0.001 0.002 0.072
H -4.529 -5.061 -2.328 0.007 0.007 0.002 0.074
H -2.355 -3.507 -4.548 -0.005 -0.001 0.008 0.095
H -0.388 -2.279 -5.111 -0.007 0.002 0.004 0.065
H 0.657 -2.006 -3.715 -0.010 -0.008 0.012 0.077
H -0.251 -0.665 -4.407 -0.009 0.000 0.002 0.073
H -0.747 -0.671 -1.851 0.051 0.049 -0.044 0.060
H -4.373 -2.821 -0.875 -0.123 -0.013 0.154 0.071
H -4.508 -2.776 1.048 0.018 -0.070 -0.080 0.108
H -5.315 -1.302 0.489 -0.003 -0.026 -0.025 0.126
H -6.326 -2.178 2.565 -0.007 0.005 -0.011 0.134
H -6.135 -0.149 3.999 -0.011 0.006 -0.008 0.114
H -6.279 0.293 2.294 0.000 -0.002 0.000 0.116
H -4.452 1.595 3.360 0.001 0.002 0.013 0.135
H -3.860 -0.059 5.137 0.008 0.009 0.005 0.115
H -2.433 0.412 4.205 -0.001 0.004 0.006 0.111
H -2.511 -2.059 4.514 0.015 0.000 -0.009 0.137
H -4.993 -2.295 4.666 0.002 0.005 -0.001 0.114
H -4.326 -3.362 3.426 -0.009 -0.004 0.015 0.118
H -2.242 -2.669 2.107 0.017 -0.001 0.002 0.139
H -1.511 -1.110 2.454 -0.006 -0.013 -0.028 0.083
H -2.672 1.035 1.774 -0.011 -0.005 -0.027 0.100
H -4.237 0.940 0.968 0.016 0.009 0.007 0.110
C 4.223 -1.778 0.353 0.150 -0.189 -0.034 -0.423
Te 3.628 0.255 0.501 -0.375 0.211 0.037 1.422
C 5.680 0.728 0.184 0.255 -0.034 -0.028 -0.449
C 6.436 -0.580 0.232 -0.012 0.048 -0.004 -0.286
C 7.830 -0.604 0.190 -0.026 0.017 0.001 -0.056
C 8.525 -1.800 0.238 -0.006 -0.047 -0.002 -0.105
C 7.825 -2.998 0.329 0.035 0.025 -0.006 -0.102
C 6.442 -2.984 0.369 -0.024 0.013 -0.005 -0.048
C 5.734 -1.783 0.320 -0.074 -0.035 0.011 -0.278
H 3.803 -2.221 -0.549 0.021 0.012 -0.016 0.063
H 3.827 -2.335 1.200 0.016 0.003 0.009 0.054
H 6.030 1.414 0.955 0.013 -0.014 0.004 0.050
H 5.802 1.219 -0.782 0.016 -0.019 -0.011 0.049
H 8.372 0.333 0.123 -0.005 0.000 0.000 0.109
H 9.608 -1.801 0.207 -0.002 0.001 0.003 0.093
H 8.359 -3.940 0.371 0.000 0.005 0.003 0.094
H 5.893 -3.915 0.445 -0.002 0.005 -0.005 0.114
```
Forces are in eV/Å.

Calculated values
* LUMO energy: 2.3 eV
* highest occupied orbital energy: -3.807 eV
* E: -92967.1516 eV
* ΔE to the lowest compared entry with this formula, charge and spin: 141.1 kJ/mol
* orbital gap: 6.1 eV
* total charge: -1



Molecular formula: C15H18N4SSeSiV
Method: DFT, wB97M-V/def2-TZVPD

Structure (XYZ):
```
41
Properties=species:S:1:pos:R:3:forces:R:3:lowdin_spin:R:1
V -1.381 -0.970 -1.310 -0.091 -0.694 -1.587 1.320
N -0.261 -4.584 0.949 -0.033 -0.093 -0.138 0.000
C -0.727 -3.418 0.471 -0.001 -0.032 0.084 0.005
S -0.825 -3.219 -1.280 0.237 -0.339 0.671 -0.007
N -1.078 -2.526 1.376 -0.100 0.357 -0.877 0.011
N -1.489 -1.383 0.732 0.149 -0.605 1.014 0.010
C -1.851 -0.410 1.468 -0.184 0.724 -0.023 0.001
C -2.289 0.814 0.769 0.184 -0.658 0.272 0.022
C -2.757 1.923 1.439 -0.098 0.206 0.209 -0.005
C -3.175 3.022 0.706 0.008 0.004 0.208 0.027
C -3.111 2.963 -0.672 -0.019 0.061 -0.243 -0.005
C -2.621 1.821 -1.277 0.219 -0.371 0.102 0.025
N -2.200 0.753 -0.576 -0.319 1.070 0.385 0.001
H -0.103 -5.350 0.323 0.035 -0.025 -0.034 0.000
H -0.310 -4.752 1.939 0.021 0.009 0.019 0.000
H -1.813 -0.489 2.549 -0.080 0.087 0.020 0.000
H -2.789 1.912 2.520 -0.023 0.031 -0.024 -0.001
H -3.544 3.907 1.208 0.004 -0.020 -0.015 0.002
H -3.428 3.791 -1.291 0.005 -0.021 0.035 -0.001
H -2.533 1.719 -2.347 -0.021 0.053 -0.067 -0.005
C 0.902 1.697 -2.217 -0.022 0.350 -0.036 -0.003
Si 0.902 -0.046 -1.541 -0.334 0.063 -0.094 -0.030
C 1.984 -1.086 -2.628 0.274 -0.254 -0.227 -0.005
C 1.732 0.071 0.142 0.141 0.088 0.390 -0.008
C 2.887 -0.647 0.461 -0.071 -0.066 0.097 -0.003
C 3.502 -0.523 1.705 -0.069 0.006 -0.073 0.000
C 2.974 0.332 2.661 -0.012 0.008 -0.012 -0.003
C 1.832 1.069 2.366 0.010 -0.057 -0.048 0.000
C 1.227 0.934 1.125 0.074 0.014 -0.004 -0.003
H 1.924 2.085 -2.292 -0.083 -0.030 0.001 -0.001
H 0.341 2.370 -1.560 0.024 0.022 -0.084 0.000
H 0.440 1.720 -3.207 0.017 0.029 0.041 -0.001
H 2.964 -0.619 -2.771 -0.043 -0.055 0.005 -0.001
H 1.506 -1.205 -3.602 0.046 -0.019 -0.001 -0.001
H 2.125 -2.082 -2.202 0.014 -0.003 -0.075 0.000
H 3.315 -1.325 -0.269 0.001 0.033 0.023 0.000
H 4.394 -1.096 1.925 -0.011 0.009 -0.008 0.000
H 3.451 0.430 3.628 -0.007 -0.003 -0.012 0.000
H 1.422 1.749 3.104 0.004 -0.009 -0.027 0.000
H 0.347 1.535 0.909 0.006 -0.006 -0.013 0.000
Se -1.885 -0.887 -3.436 0.145 0.138 0.146 -0.341
```
Forces are in eV/Å.

Calculated values
* LUMO energy (spin up / spin down): -1.1 / -1.2 eV
* highest occupied orbital energy (spin up / spin down): -7.795 / -7.695 eV
* E: -131555.6444 eV
* orbital gap (spin up / spin down): 6.7 / 6.5 eV
* ⟨S²⟩: 0.90
* total charge: 0
* spin multiplicity: 2



Molecular formula: C5H6N2
Method: DFT, wB97M-V/def2-TZVPD

Structure (XYZ):
```
13
Properties=species:S:1:pos:R:3:forces:R:3:lowdin_charge:R:1
H 2.254 -0.574 0.982 -0.244 -0.152 -0.026 0.048
N 1.898 -1.218 0.267 -0.233 0.349 -0.138 0.116
C 1.063 -0.644 -0.491 1.137 0.425 -0.128 -0.308
N 0.672 0.702 -0.503 1.413 -0.379 0.273 -0.063
C 0.302 1.339 0.710 -1.260 0.558 0.459 -0.073
C -0.717 0.994 -0.412 0.041 -0.738 2.047 -0.241
C -1.525 -0.156 -0.058 -0.121 0.732 -0.419 -0.119
C -2.093 -1.161 0.247 -1.038 -0.572 0.438 0.129
H 0.692 -1.088 -1.382 -0.371 -1.042 -0.466 0.112
H 0.602 2.374 0.778 0.060 0.129 0.081 0.098
H 0.155 0.833 1.698 0.378 0.046 -1.243 0.136
H -1.127 1.772 -1.003 -0.271 0.470 -0.629 0.124
H -2.749 -1.938 0.600 0.511 0.174 -0.249 0.040
```
Forces are in eV/Å.

Calculated values
* LUMO energy: 1.0 eV
* highest occupied orbital energy: -9.405 eV
* E: -8258.6487 eV
* ΔE to the lowest compared entry with this formula, charge and spin: 357.9 kJ/mol
* orbital gap: 10.4 eV
* total charge: 0
* SMILES: [H]/N=C\N1C[C@@H]1C#C



Molecular formula: C2F2IN
Method: DFT, wB97M-V/def2-TZVPD

Structure (XYZ):
```
6
Properties=species:S:1:pos:R:3:forces:R:3:lowdin_charge:R:1
C -0.251 0.668 -0.098 -2.452 3.286 -0.802 -0.263
C 0.529 -0.459 0.084 2.642 -5.335 -1.835 -0.847
N -0.704 1.737 -0.134 0.350 -1.612 -0.042 0.228
F 0.408 -1.704 -0.998 -0.140 3.842 2.385 -0.169
F 0.321 -1.112 1.200 -0.546 -0.014 0.487 0.052
I 2.554 0.153 -0.021 0.146 -0.168 -0.193 0.999
```
Forces are in eV/Å.

Calculated values
* LUMO energy: -0.9 eV
* highest occupied orbital energy: -10.807 eV
* E: -17097.2363 eV
* ΔE to the lowest compared entry with this formula, charge and spin: 0.0 kJ/mol
* orbital gap: 9.9 eV
* total charge: 0



Molecular formula: C3H8NOP
Method: DFT, wB97M-V/def2-TZVPD

Structure (XYZ):
```
14
Properties=species:S:1:pos:R:3:forces:R:3:lowdin_charge:R:1
C 2.201 0.001 -0.288 0.129 -1.144 1.975 -0.107
C 0.981 0.619 0.398 -1.868 1.134 -2.077 -0.213
C -0.313 -0.131 0.000 2.864 2.038 -1.884 -0.543
O -0.870 -1.060 0.790 -0.516 -2.212 0.989 -0.059
N -1.511 0.232 0.627 -1.831 1.007 -0.324 -0.303
P -3.005 0.217 -0.397 1.205 -1.502 0.264 0.790
H 2.031 -1.139 -0.117 0.813 1.777 -0.543 0.110
H 3.102 0.332 0.303 -0.687 -0.573 -0.861 0.083
H 2.347 0.223 -1.333 -0.148 0.018 -0.261 0.057
H 0.665 1.691 0.172 1.002 -0.991 -0.407 0.132
H 1.135 0.694 1.423 0.034 -0.506 2.009 0.080
H -0.205 -0.294 -1.117 -0.915 -0.293 0.978 0.149
H -3.914 -0.296 0.616 0.681 -0.001 -0.617 -0.114
H -2.644 -1.087 -1.078 -0.765 1.247 0.758 -0.064
```
Forces are in eV/Å.

Calculated values
* LUMO energy: 1.0 eV
* highest occupied orbital energy: -9.504 eV
* E: -16063.4450 eV
* ΔE to the lowest compared entry with this formula, charge and spin: 348.2 kJ/mol
* orbital gap: 10.5 eV
* total charge: 0
* SMILES: CC[C@H]1ON1P